Entry from the OMol25 dataset: 12 unconnected molecules or ions with the total composition C34H70F6N10O12S2 (wB97M-V/def2-TZVPD).

Results
Max |F|, eV/Å: 5.0
E, hartree: -4183.2571
Orbital gap, eV: 8.36
HOMO level, eV: -8.48
Energy above the lowest of the compared OMol25 structures with the same formula, charge and spin, kcal/mol: 83.64

Atoms and positions in Å:
C (12.639, 37.922, -16.799)
N (11.520, 38.622, -15.994)
C (11.761, 38.305, -14.530)
C (11.500, 40.128, -16.446)
C (10.114, 37.989, -16.322)
C (9.572, 37.945, -17.827)
O (10.446, 37.665, -18.959)
H (12.609, 36.842, -16.653)
H (13.543, 38.309, -16.330)
H (12.539, 38.214, -17.845)
H (10.944, 38.744, -13.958)
H (12.624, 38.879, -14.192)
H (11.622, 37.287, -14.166)
H (12.428, 40.652, -16.216)
H (10.684, 40.603, -15.902)
H (11.428, 40.189, -17.531)
H (9.454, 38.539, -15.651)
H (10.207, 36.958, -15.980)
H (9.069, 38.829, -18.220)
H (8.770, 37.207, -17.844)
H (10.053, 37.381, -19.787)
C (9.658, 34.155, -19.652)
F (9.332, 32.847, -19.733)
F (9.195, 34.623, -18.432)
F (10.997, 34.367, -19.683)
S (8.564, 34.971, -21.037)
O (9.008, 34.532, -22.323)
O (7.178, 34.601, -20.617)
N (9.023, 36.574, -20.790)
S (8.100, 37.350, -21.847)
O (9.008, 38.005, -22.796)
O (6.965, 36.615, -22.454)
C (7.296, 38.822, -20.826)
F (8.264, 39.647, -20.527)
F (6.379, 39.371, -21.637)
F (6.638, 38.359, -19.735)
C (12.153, 42.605, -13.763)
O (11.847, 41.450, -13.318)
N (12.566, 43.649, -12.952)
C (12.832, 44.990, -13.566)
C (12.598, 43.507, -11.495)
H (11.999, 42.938, -14.801)
H (12.771, 44.909, -14.651)
H (13.838, 45.370, -13.390)
H (12.248, 45.777, -13.088)
H (11.855, 44.190, -11.083)
H (12.291, 42.502, -11.205)
H (13.544, 43.649, -10.973)
C (14.933, 40.299, -11.984)
O (16.012, 40.569, -12.479)
N (14.659, 40.534, -10.722)
C (13.443, 40.111, -10.085)
C (15.763, 40.790, -9.814)
H (14.053, 39.977, -12.561)
H (12.517, 40.176, -10.656)
H (13.417, 40.725, -9.185)
H (13.593, 39.096, -9.717)
H (16.546, 41.306, -10.371)
H (15.582, 41.504, -9.011)
H (16.149, 39.889, -9.337)
C (5.380, 35.849, -17.913)
O (4.920, 36.922, -17.552)
N (4.697, 34.662, -17.826)
C (5.433, 33.382, -18.121)
C (3.326, 34.712, -17.472)
H (6.415, 35.604, -18.195)
H (5.364, 32.811, -17.195)
H (6.458, 33.431, -18.490)
H (4.925, 32.797, -18.888)
H (2.846, 35.690, -17.431)
H (2.808, 34.145, -18.245)
H (3.060, 34.211, -16.541)
C (8.683, 41.322, -13.384)
O (8.232, 40.570, -14.286)
N (8.499, 41.020, -12.073)
C (7.880, 39.763, -11.692)
C (8.862, 41.916, -10.939)
H (9.225, 42.269, -13.529)
H (7.449, 39.725, -10.692)
H (8.523, 38.885, -11.621)
H (7.000, 39.591, -12.312)
H (9.087, 42.953, -11.185)
H (8.043, 42.151, -10.259)
H (9.558, 41.525, -10.197)
C (15.765, 37.382, -13.274)
O (14.661, 37.694, -13.744)
N (15.944, 36.614, -12.203)
C (17.292, 36.602, -11.580)
C (14.749, 36.260, -11.420)
H (16.686, 37.807, -13.701)
H (17.167, 37.296, -10.749)
H (18.108, 36.898, -12.237)
H (17.526, 35.593, -11.240)
H (14.708, 36.935, -10.565)
H (13.781, 36.156, -11.910)
H (14.762, 35.279, -10.944)
C (13.411, 40.616, -20.614)
C (12.818, 41.959, -20.649)
O (13.536, 42.963, -20.770)
C (11.339, 41.958, -20.970)
H (14.472, 40.813, -20.767)
H (13.077, 39.998, -21.447)
H (13.434, 40.129, -19.638)
H (10.887, 41.088, -21.448)
H (11.181, 42.794, -21.651)
H (10.806, 42.168, -20.043)
C (7.987, 36.808, -13.440)
C (6.754, 36.723, -12.601)
O (6.800, 36.937, -11.417)
C (5.465, 36.338, -13.387)
H (8.679, 37.469, -12.918)
H (7.768, 37.279, -14.398)
H (8.439, 35.820, -13.531)
H (4.589, 36.769, -12.904)
H (5.444, 35.250, -13.333)
H (5.402, 36.702, -14.413)
C (17.067, 35.990, -18.274)
C (16.069, 37.049, -18.395)
N (15.241, 37.890, -18.568)
H (17.361, 35.947, -19.322)
H (16.525, 35.046, -18.225)
H (17.963, 36.014, -17.653)
C (16.220, 39.585, -16.297)
C (15.352, 40.702, -16.238)
N (14.690, 41.608, -16.210)
H (16.677, 39.412, -17.271)
H (15.613, 38.721, -16.026)
H (16.990, 39.733, -15.539)
C (7.716, 45.125, -16.316)
C (8.703, 44.129, -16.089)
N (9.462, 43.288, -15.846)
H (7.540, 45.789, -15.469)
H (6.778, 44.652, -16.607)
H (8.032, 45.799, -17.112)

Atomic forces in eV per Å
-0.496 0.970 0.775
-0.453 -1.276 -1.686
-1.178 2.389 0.591
0.140 -0.824 1.156
1.183 0.110 -1.518
-0.260 0.343 -1.885
2.468 0.647 3.416
-0.295 0.131 -0.060
0.077 -0.091 -0.341
0.037 -0.267 0.185
-0.279 0.679 -0.271
0.260 -0.747 -0.155
0.972 -0.412 -1.172
0.144 -0.487 0.468
-0.096 -0.006 -0.265
-0.530 -0.517 0.113
-0.379 -0.009 -0.397
0.049 0.023 0.029
-0.081 0.670 1.288
-0.016 -0.319 0.507
-1.202 -0.470 -0.088
-1.043 0.728 0.311
0.974 0.807 0.272
0.697 -0.587 -1.251
-1.658 -0.569 -0.185
-1.495 -0.065 1.607
0.326 -0.503 0.386
3.343 0.698 -0.267
-2.330 -2.589 -0.563
-0.687 1.735 -3.114
-1.279 -0.133 1.353
1.948 1.375 1.685
-0.832 -2.958 -1.342
0.034 0.882 0.625
0.653 0.307 0.519
0.914 0.670 -0.541
-0.745 -1.345 2.477
1.035 3.029 -1.395
0.335 -0.163 -1.003
0.542 -0.838 0.750
-0.647 -0.281 -0.077
0.210 -0.442 0.089
-0.575 0.158 0.160
0.427 -0.643 0.215
-0.756 -0.223 -0.408
0.068 0.176 0.192
-0.153 -0.007 -0.418
0.321 0.387 -0.603
-0.049 0.744 -1.833
0.417 -0.588 -0.644
-0.112 0.326 2.147
0.305 -0.263 1.046
0.761 0.898 -0.153
0.141 -0.167 -0.095
0.331 0.187 -0.283
-0.717 0.050 0.003
-0.360 -0.339 0.007
0.133 -0.553 -0.166
-0.903 -0.095 0.025
0.041 -0.224 -0.173
-0.368 -1.003 1.187
0.542 -0.268 -0.541
2.534 0.971 -0.773
-1.779 0.156 0.575
-1.654 -1.388 -0.437
0.113 0.787 -0.341
0.367 -0.283 -0.012
-0.101 0.910 0.355
-0.344 0.153 -0.077
0.831 0.172 -0.185
-0.461 -0.061 -0.067
0.396 -0.115 0.336
-1.274 -1.780 -0.696
1.458 1.703 1.546
0.475 0.691 1.836
-0.977 -0.328 0.349
-0.692 0.366 0.119
-0.193 -0.218 -0.311
0.140 0.965 0.255
0.317 0.251 -0.726
0.405 -0.303 -0.385
0.763 -0.320 -0.839
-0.979 -0.655 -0.358
0.704 -0.336 -0.700
-1.429 1.184 -1.065
1.105 -0.518 0.240
0.061 -0.734 -0.342
-1.395 -0.331 0.474
0.374 -0.606 1.181
0.040 -0.249 0.020
0.789 -0.109 0.308
-0.504 0.267 -0.217
-0.108 0.089 0.224
-0.417 0.351 -0.056
0.492 0.991 -0.736
1.039 -0.294 -0.118
2.267 -0.353 0.496
0.493 1.212 -2.356
-1.709 -1.496 0.932
-0.281 1.371 0.247
0.223 -0.205 -0.173
-0.371 -0.161 0.433
-0.725 -0.313 -0.062
0.550 -0.329 0.320
-0.177 0.182 0.177
-0.299 0.022 0.026
0.534 0.622 0.096
-0.922 0.047 -1.225
-0.426 -0.137 0.306
0.354 0.609 1.070
0.175 -0.272 -0.075
0.018 -0.387 -0.153
-0.052 -0.042 -0.300
0.041 -0.326 0.373
-0.314 -0.069 -0.251
0.578 -0.255 -0.081
-0.674 -0.653 -1.887
-3.141 3.648 0.203
3.431 -3.641 0.603
0.804 -0.113 -0.130
0.057 -0.074 0.702
-0.566 0.578 0.240
0.750 -1.089 0.524
1.414 -1.333 -0.529
-2.255 2.741 0.213
-0.218 0.315 0.125
0.303 -0.206 0.049
0.073 -0.126 0.037
-0.899 1.213 -0.628
1.576 -1.763 0.927
-0.654 1.045 -0.393
0.091 -0.378 0.271
0.001 0.066 0.018
-0.004 -0.170 -0.214

Löwdin atomic charge list, values in e, 99 entries: number 1, C, carries -0.0003; number 2, N, carries -0.2705; number 3, C, carries -0.0199; number 4, C, carries 0.0492; number 5, C, carries -0.0438; number 6, C, carries -0.1673; number 7, O, carries -0.1269; number 8, H, carries 0.1103; number 9, H, carries 0.0581; number 10, H, carries 0.0719; number 11, H, carries 0.0824; number 12, H, carries 0.0723; number 13, H, carries 0.1076; number 14, H, carries 0.0539; number 15, H, carries 0.0786; number 16, H, carries 0.0977; number 17, H, carries 0.1007; number 18, H, carries 0.1161; number 19, H, carries 0.1001; number 20, H, carries 0.1000; number 21, H, carries -0.0201; number 22, C, carries -0.5582; number 23, F, carries 0.1053; number 24, F, carries 0.0602; number 25, F, carries 0.1213; number 26, S, carries 0.6811; number 27, O, carries -0.2775; number 28, O, carries -0.3292; number 29, N, carries -0.3219; number 30, S, carries 0.6306; number 31, O, carries -0.3212; number 32, O, carries -0.3205; number 33, C, carries -0.6294; number 34, F, carries 0.1484; number 35, F, carries 0.1284; number 36, F, carries 0.1138; number 37, C, carries -0.2707; number 38, O, carries -0.0762; number 39, N, carries -0.1561; number 40, C, carries -0.0347; number 41, C, carries -0.0494; number 42, H, carries 0.1076; number 43, H, carries 0.0856; number 44, H, carries 0.0801; number 45, H, carries 0.0803; number 46, H, carries 0.0844; number 47, H, carries 0.0546; number 48, H, carries 0.0869; number 49, C, carries -0.3683; number 50, O, carries 0.0032; number 51, N, carries -0.1835; number 52, C, carries -0.0554; number 53, C, carries -0.0460; number 54, H, carries 0.1230; number 55, H, carries 0.0860; number 56, H, carries 0.0879; number 57, H, carries 0.0777; number 58, H, carries 0.0880; number 59, H, carries 0.0877; number 60, H, carries 0.0899; number 61, C, carries -0.3263; number 62, O, carries -0.0096; number 63, N, carries -0.1782; number 64, C, carries -0.0260; number 65, C, carries -0.0813; number 66, H, carries 0.1137; number 67, H, carries 0.0785; number 68, H, carries 0.0610; number 69, H, carries 0.0839; number 70, H, carries 0.0899; number 71, H, carries 0.0864; number 72, H, carries 0.0825; number 73, C, carries -0.3155; number 74, O, carries -0.0426; number 75, N, carries -0.1475; number 76, C, carries -0.0663; number 77, C, carries -0.0557; number 78, H, carries 0.0986; number 79, H, carries 0.0915; number 80, H, carries 0.0698; number 81, H, carries 0.0946; number 82, H, carries 0.0787; number 83, H, carries 0.0762; number 84, H, carries 0.0783; number 85, C, carries -0.3434; number 86, O, carries -0.0397; number 87, N, carries -0.1613; number 88, C, carries -0.0208; number 89, C, carries -0.0307; number 90, H, carries 0.1318; number 91, H, carries 0.0841; number 92, H, carries 0.0902; number 93, H, carries 0.0874; number 94, H, carries 0.0774; number 95, H, carries 0.0893; number 96, H, carries 0.0845; number 97, C, carries -0.0355; number 98, C, carries -0.4848; number 99, O, carries 0.0392